Computed, not measured: an isolated molecule of C2H4N2OS, with ωB97M-V with the def2-TZVPD basis set.

Structure (XYZ):
```
10
Properties=species:S:1:pos:R:3:forces:R:3:mulliken_charge:R:1
C -0.601 0.155 -0.507 1.2 -0.5 2.0 -0.367
C 0.762 -0.534 -0.485 -0.7 0.2 -0.6 0.815
H -1.027 0.949 2.569 -0.4 0.1 -1.2 0.247
H 0.229 0.144 1.885 1.5 -0.9 -0.1 0.229
H -1.235 0.214 -1.348 -0.2 -0.2 -1.1 0.368
H 0.645 -0.450 -2.864 0.2 -0.2 0.2 0.126
N -0.515 0.756 1.703 -0.6 0.2 1.2 -0.292
N -1.160 0.631 0.563 -0.1 0.5 -0.5 -0.338
O 1.378 -0.814 0.515 -0.3 0.3 0.3 -0.577
S 1.524 -1.050 -2.031 -0.6 0.4 -0.1 -0.211
```
Positions in Å, forces in eV/Å.

## Properties
- HOMO-LUMO gap: 9.60 eV
- Charge: 0
- SMILES: N/N=C\C(=O)S
- Relative energy (zero: lowest compared OMol25 entry of this formula, charge and spin): 218.4 kJ/mol

=====

Computed, not measured: a structure of composition C41H51Cl2GeN5O6S3SeTc, with ωB97M-V with the def2-TZVPD basis set.

Structure (XYZ):
```
111
Properties=species:S:1:pos:R:3:forces:R:3:mulliken_spin:R:1
Tc 0.107 -0.468 -0.683 -4.5 -1.9 -1.4 1.387
S -1.918 1.279 -1.455 0.6 0.2 -0.3 0.185
C -1.698 1.306 -3.144 -0.6 -0.2 -0.2 0.178
N -2.583 2.040 -3.932 0.3 0.2 0.4 0.083
C -2.341 2.161 -5.367 0.7 -0.5 0.3 0.009
C -2.014 0.754 -5.860 0.1 0.0 1.5 0.010
N -0.796 0.299 -5.153 0.8 -1.0 -0.6 0.152
C 0.008 -0.839 -5.733 -1.5 -0.4 -0.1 -0.032
C 0.875 -0.444 -6.880 1.2 0.8 -0.5 0.014
C 2.054 0.288 -6.628 -0.5 -0.5 0.7 0.001
C 2.941 0.654 -7.612 -1.5 -0.1 -1.0 0.000
C 2.575 0.459 -8.953 0.5 -0.7 0.2 -0.001
C 1.419 -0.274 -9.247 1.1 0.6 0.9 0.002
C 0.627 -0.763 -8.209 -0.6 0.1 -0.3 -0.005
C -0.727 0.489 -3.786 -0.9 1.0 -0.2 0.282
S 0.672 0.013 -2.946 1.2 -0.7 0.2 0.113
C -3.323 3.117 -3.285 -0.4 0.0 -1.4 -0.028
C -4.779 2.801 -3.105 -0.6 0.5 0.0 0.001
C -5.232 2.479 -1.817 -0.3 -0.4 -0.5 0.006
C -6.589 2.315 -1.578 0.3 0.1 0.4 -0.003
C -7.501 2.446 -2.619 -0.2 -0.2 0.8 0.000
C -7.070 2.679 -3.900 1.1 0.2 -0.1 0.001
C -5.692 2.936 -4.162 -1.2 -0.6 0.1 0.004
H -1.483 2.842 -5.562 -0.4 -0.2 -0.1 0.001
H -3.226 2.509 -5.911 0.1 0.1 0.4 0.002
H -1.910 0.762 -6.926 0.5 -0.2 -0.6 0.000
H -2.874 0.125 -5.572 0.2 0.0 -0.3 0.001
H -0.697 -1.620 -6.082 0.1 0.4 0.1 0.005
H 0.593 -1.339 -4.950 -0.3 0.5 -0.1 0.001
H 2.270 0.535 -5.599 0.1 0.0 0.2 -0.003
H 3.821 1.168 -7.339 0.9 0.5 0.1 0.000
H 3.289 0.753 -9.729 -0.5 0.0 0.1 0.000
H 1.193 -0.469 -10.268 -0.3 -0.2 -0.6 0.000
H -0.227 -1.373 -8.495 -0.1 0.0 0.3 0.000
H -3.252 3.978 -3.953 0.1 0.2 0.0 -0.005
H -2.890 3.387 -2.343 0.4 0.0 0.4 0.007
H -4.494 2.249 -1.056 -0.1 0.3 0.0 0.000
H -6.916 2.077 -0.565 0.0 0.1 -0.3 0.000
H -8.567 2.356 -2.412 0.2 -0.2 -0.1 0.000
H -7.848 2.610 -4.638 0.2 0.4 -0.7 0.000
H -5.410 3.193 -5.202 0.1 -0.2 0.8 0.000
C 4.634 -7.317 2.059 0.5 -0.7 0.0 0.000
N 3.458 -6.452 2.303 0.3 1.4 0.1 0.000
C 2.150 -7.096 2.397 -0.1 -0.8 0.0 0.000
C 3.536 -5.113 2.417 -1.0 -0.2 -0.4 0.000
S 1.984 -4.299 2.897 1.6 -0.2 -0.5 0.000
N 4.703 -4.445 2.099 -0.1 0.2 0.0 -0.001
C 4.754 -3.622 0.862 -0.9 -0.8 -0.1 0.004
C 5.777 -4.265 3.069 -0.5 -1.3 1.0 0.000
H 4.358 -8.144 1.369 -0.1 0.6 0.6 0.000
H 5.036 -7.778 3.014 -0.6 0.7 -1.0 0.000
H 5.451 -6.788 1.546 -0.5 0.2 0.4 0.000
H 2.289 -8.134 2.110 0.0 0.0 0.0 0.000
H 1.412 -6.669 1.711 0.3 0.3 0.1 0.000
H 1.740 -7.111 3.406 0.1 0.3 0.1 0.000
H 3.732 -3.346 0.583 0.1 0.2 0.0 0.002
H 5.162 -4.186 0.002 0.0 0.1 0.5 0.000
H 5.336 -2.726 1.025 0.1 0.2 0.1 0.000
H 5.492 -4.727 4.046 0.1 0.3 -0.7 0.000
H 5.955 -3.221 3.276 0.2 0.4 -0.1 0.000
H 6.686 -4.776 2.753 0.2 0.2 -0.1 0.000
C 2.074 -3.052 6.359 0.2 -1.2 -0.2 0.000
Ge 1.861 -1.715 4.938 -0.8 0.0 0.4 0.001
C 3.080 -0.214 5.322 -1.2 1.1 0.0 0.000
C -0.048 -1.151 4.970 0.9 1.2 -0.9 -0.004
C 2.430 -2.562 3.140 0.9 0.5 0.8 0.011
H 1.837 -2.730 7.382 0.4 0.3 -0.4 0.000
H 3.090 -3.492 6.292 -0.3 0.4 0.4 0.000
H 1.405 -3.919 6.198 0.1 0.4 -0.2 0.000
H 2.792 0.326 6.274 0.2 -0.8 -1.0 0.000
H 2.991 0.555 4.510 0.4 -0.7 0.6 0.000
H 4.077 -0.601 5.444 0.5 0.1 -0.2 0.000
H -0.718 -1.958 5.151 -0.4 -0.7 0.2 0.000
H -0.338 -0.659 4.028 0.1 -0.3 0.1 0.002
H -0.202 -0.372 5.723 0.2 -0.2 0.2 0.000
H 3.533 -2.427 3.062 -0.6 -0.4 0.2 -0.004
H 2.025 -1.942 2.353 -0.4 -0.1 -0.5 -0.012
Cl -0.380 3.002 6.731 0.7 0.3 0.2 0.000
C -1.792 2.893 5.773 -1.6 0.0 -1.8 0.000
C -2.844 2.118 6.276 0.4 0.6 0.4 0.000
C -4.004 1.968 5.529 -0.7 0.2 -0.8 0.000
C -4.058 2.573 4.247 -0.5 -0.8 0.7 0.000
C -3.017 3.288 3.683 0.7 -0.3 1.4 0.000
Cl -3.151 3.761 2.035 -0.2 0.1 -0.2 0.002
C -1.855 3.525 4.465 0.5 -0.9 0.6 0.000
N -0.712 4.190 4.032 -0.2 0.2 0.9 0.000
C -0.419 4.655 2.719 0.2 0.6 -1.0 -0.004
C -0.729 5.960 2.343 -0.7 -0.2 0.1 0.000
C -0.523 6.444 1.039 0.0 0.1 1.2 0.000
C 0.292 5.702 0.225 0.6 -0.8 -1.2 0.000
C 0.696 4.402 0.614 -0.7 1.3 -0.5 0.010
C 0.210 3.832 1.766 0.7 -1.3 1.2 0.007
C 0.494 2.353 2.148 0.0 0.2 1.0 -0.005
C 0.177 1.280 1.117 1.4 1.0 -1.5 0.058
O 0.918 1.296 0.024 -0.9 0.5 2.0 -0.024
O -0.675 0.384 1.237 0.4 0.2 1.2 0.014
H -2.700 1.747 7.308 -0.4 0.0 -0.8 0.000
H -4.903 1.402 5.890 1.2 0.6 -0.3 0.000
H -4.955 2.458 3.646 0.1 -0.1 0.1 0.000
H -0.172 4.581 4.812 -0.2 -0.3 -0.8 0.000
H -1.283 6.520 3.087 0.0 0.3 -0.2 0.000
H -0.977 7.383 0.729 0.3 -0.1 0.1 0.000
H 0.608 6.075 -0.777 -0.3 -0.3 0.9 0.000
H 1.351 3.871 -0.034 0.2 -0.6 -0.4 -0.004
H -0.074 2.144 3.100 0.7 0.0 -1.1 0.002
H 1.597 2.225 2.348 -1.0 0.2 -0.1 0.000
O -1.314 -1.505 -0.658 1.9 1.3 -0.3 0.282
Se 0.198 -4.181 -2.057 -1.9 1.8 -1.3 0.008
O -0.449 -3.383 -3.368 1.1 -1.8 2.4 -0.005
O 1.406 -1.574 -0.486 1.7 -0.8 0.4 0.281
O -0.880 -4.729 -0.976 0.8 0.3 -1.0 0.007
```
Positions in Å, forces in eV/Å.

## Properties
- ⟨S²⟩: 3.77
- HOMO-LUMO gap (spin up / spin down): 3.60 / 5.30 eV
- Charge: 0
- Multiplicity: 4
- Relative energy (zero: lowest compared OMol25 entry of this formula, charge and spin): 91.3 kJ/mol

=====

Computed, not measured: a structure of composition C2H2FLiOSm, with ωB97M-V with the def2-TZVPD basis set.

Structure (XYZ):
```
8
Properties=species:S:1:pos:R:3:forces:R:3:mulliken_spin:R:1
H 1.348 -0.913 -0.493 1.4 1.9 1.5 0.011
C 0.506 1.060 -0.431 0.6 0.6 0.4 -0.019
C 0.678 -0.170 0.048 0.2 -2.4 -3.1 0.003
O -0.359 -0.984 0.288 -1.8 -0.3 1.5 -0.012
Li 0.000 -2.151 1.740 -0.2 0.4 -0.5 0.131
Sm -2.577 -0.160 0.014 -0.1 -0.3 0.1 6.904
F -0.818 1.446 -0.663 0.1 0.4 0.7 -0.017
H 1.222 1.871 -0.503 -0.2 -0.2 -0.5 0.000
```
Positions in Å, forces in eV/Å.

## Properties
- ⟨S²⟩: 15.76
- HOMO-LUMO gap (spin up / spin down): 4.78 / 8.70 eV
- Charge: +1
- Multiplicity: 8